The molecule C4H8O, computed with ωB97M-V with the def2-TZVPD basis set.

Summary:
relative energy (zero: lowest compared OMol25 entry of this formula, charge and spin) = 138.47 kJ/mol
gap between HOMO and LUMO = 10.38 eV
SMILES = CC1(O)CC1
lowest unoccupied orbital energy = 1.011 eV

Element x y z (Å)
C -1.232 -0.409 0.676
C -0.132 -0.012 -0.301
O -0.597 0.627 -1.474
C 1.323 -0.433 -0.431
C 0.934 0.735 0.422
H -0.980 -1.247 1.335
H -2.175 -0.601 0.158
H -1.396 0.465 1.328
H -1.227 0.050 -1.929
H 1.794 -1.304 0.017
H 1.717 -0.138 -1.401
H 0.909 0.522 1.491
H 1.091 1.767 0.140

Now the Löwdin charges, all in e: atom 1 (C): -0.02, atom 2 (C): -0.55, atom 3 (O): -0.01, atom 4 (C): -0.06, atom 5 (C): -0.11, atom 6 (H): 0.09, atom 7 (H): 0.07, atom 8 (H): 0.09, atom 9 (H): 0.10, atom 10 (H): 0.10, atom 11 (H): 0.10, atom 12 (H): 0.11, atom 13 (H): 0.11

***

C62H41BaCl4N6O2S as an isolated structure in a non-equilibrium geometry, computed with ωB97M-V with the def2-TZVPD basis set.

Summary:
gap between HOMO and LUMO (spin up / spin down) = 5.17 / 5.10 eV
net charge = -1
lowest unoccupied orbital energy (spin up / spin down) = 0.731 / 0.682 eV

Element x y z (Å)
Ba -0.057 0.536 0.721
Cl -0.336 3.573 9.887
C -0.156 2.714 8.369
C -0.472 1.356 8.158
C -0.482 0.745 6.898
C 0.058 1.436 5.804
C 0.501 2.759 6.026
C 0.369 3.418 7.278
C 0.034 0.802 4.418
C 1.321 0.618 3.771
C 2.545 1.172 4.185
C 3.529 0.750 3.314
C 2.911 -0.103 2.307
C 3.569 -0.641 1.080
C 5.095 -0.638 1.163
C 5.851 -1.023 2.342
C 7.234 -0.977 2.245
C 7.989 -0.502 1.143
Cl 9.693 -0.543 1.046
C 7.232 -0.009 0.068
C 5.849 -0.167 0.047
C 2.942 -1.398 0.032
N 1.593 -1.692 0.001
C 1.310 -2.429 -1.170
C -0.012 -2.947 -1.513
C -0.134 -4.032 -2.538
C -1.279 -4.100 -3.420
C -1.235 -4.896 -4.608
C -0.209 -5.826 -4.698
Cl -0.263 -7.007 -5.880
C 0.879 -5.841 -3.803
C 0.851 -5.019 -2.704
C -1.281 -2.683 -0.752
C -2.220 -3.729 -0.574
C -3.251 -3.348 0.253
C -2.939 -1.986 0.586
N -1.788 -1.529 -0.112
C -3.653 -1.265 1.688
C -2.988 -0.411 2.628
C -3.609 0.467 3.626
C -2.607 0.772 4.507
C -1.276 0.432 3.918
N -1.609 -0.427 2.862
C -5.135 -1.441 1.860
C -5.796 -1.393 3.104
C -7.193 -1.449 3.246
C -7.998 -1.683 2.104
Cl -9.654 -1.996 2.200
C -7.346 -1.909 0.880
C -5.958 -1.702 0.736
C 2.574 -2.674 -1.828
C 3.564 -2.061 -1.098
N 1.604 -0.238 2.694
H -0.717 0.762 9.018
H -0.687 -0.327 6.840
H 0.921 3.406 5.225
H 0.563 4.492 7.337
H 2.743 1.856 5.029
H 4.605 1.066 3.347
H 5.400 -1.433 3.255
H 7.791 -1.478 3.045
H 7.717 0.424 -0.819
H 5.318 0.188 -0.857
H -2.160 -3.405 -3.302
H -1.989 -4.812 -5.349
H 1.662 -6.600 -3.878
H 1.685 -5.128 -2.022
H -2.085 -4.636 -1.130
H -4.149 -3.878 0.443
H -4.651 0.766 3.683
H -2.761 1.102 5.532
H -5.218 -1.360 4.006
H -7.709 -1.364 4.200
H -7.971 -2.125 0.022
H -5.397 -1.797 -0.189
H 2.688 -3.042 -2.873
H 4.630 -2.127 -1.222
S -1.161 -5.098 3.884
C 0.348 -4.997 3.014
C 0.895 -6.241 2.887
N 0.113 -7.279 3.355
C -0.994 -6.853 3.876
H 0.746 -4.047 2.727
H 1.839 -6.456 2.468
H -1.808 -7.462 4.199
C 3.319 5.188 -7.270
C 2.112 5.415 -6.464
C 1.250 6.461 -6.788
C 0.333 6.909 -5.861
C -0.059 6.053 -4.852
C 0.664 4.918 -4.554
N 0.154 3.952 -3.622
C -1.157 3.536 -3.665
C -1.889 3.529 -4.882
C -3.252 3.336 -4.857
C -3.954 3.477 -3.617
C -3.304 3.302 -2.400
C -1.871 3.071 -2.472
C -1.173 2.370 -1.377
O -1.855 2.014 -0.391
O 0.139 2.241 -1.413
C 1.840 4.652 -5.289
C 2.844 3.696 -4.790
H 3.152 5.609 -8.283
H 3.626 4.081 -7.385
H 4.207 5.690 -6.879
H 1.505 7.003 -7.711
H -0.156 7.875 -5.951
H -0.911 6.239 -4.216
H 0.667 3.567 -2.794
H -1.388 3.753 -5.840
H -3.865 3.082 -5.749
H -5.046 3.541 -3.585
H -3.744 3.247 -1.391
H 2.884 2.687 -5.299
H 2.709 3.465 -3.735
H 3.855 4.087 -4.869

Löwdin atomic charge list, values in e, 99 entries: atom 1 (Ba): 2.01, atom 2 (Cl): 0.62, atom 3 (C): -0.66, atom 4 (C): -0.09, atom 5 (C): -0.04, atom 6 (C): -0.19, atom 7 (C): -0.03, atom 8 (C): -0.11, atom 9 (C): -0.05, atom 10 (C): -0.29, atom 11 (C): -0.06, atom 12 (C): -0.04, atom 13 (C): -0.27, atom 14 (C): -0.03, atom 15 (C): -0.15, atom 16 (C): -0.03, atom 17 (C): -0.12, atom 18 (C): -0.70, atom 19 (Cl): 0.67, atom 20 (C): -0.12, atom 21 (C): -0.05, atom 22 (C): -0.26, atom 23 (N): -0.01, atom 24 (C): -0.22, atom 25 (C): 0.00, atom 26 (C): -0.18, atom 27 (C): 0.00, atom 28 (C): -0.09, atom 29 (C): -0.74, atom 30 (Cl): 0.71, atom 31 (C): -0.11, atom 32 (C): -0.05, atom 33 (C): -0.24, atom 34 (C): -0.07, atom 35 (C): -0.03, atom 36 (C): -0.23, atom 37 (N): 0.00, atom 38 (C): -0.02, atom 39 (C): -0.24, atom 40 (C): -0.03, atom 41 (C): -0.02, atom 42 (C): -0.23, atom 43 (N): -0.03, atom 44 (C): -0.16, atom 45 (C): -0.05, atom 46 (C): -0.08, atom 47 (C): -0.73, atom 48 (Cl): 0.69, atom 49 (C): -0.10, atom 50 (C): -0.01, atom 51 (C): -0.05, atom 52 (C): -0.03, atom 53 (N): -0.09, atom 54 (H): 0.09, atom 55 (H): 0.13, atom 56 (H): 0.13, atom 57 (H): 0.10, atom 58 (H): 0.11, atom 59 (H): 0.11, atom 60 (H): 0.12, atom 61 (H): 0.10, atom 62 (H): 0.11, atom 63 (H): 0.12, atom 64 (H): 0.14, atom 65 (H): 0.09, atom 66 (H): 0.11, atom 67 (H): 0.11, atom 68 (H): 0.09, atom 69 (H): 0.09, atom 70 (H): 0.10, atom 71 (H): 0.10, atom 72 (H): 0.10, atom 73 (H): 0.10, atom 74 (H): 0.09, atom 75 (H): 0.11, atom 76 (H): 0.12, atom 77 (H): 0.09, atom 78 (S): 0.95, atom 79 (C): -0.38, atom 80 (C): -0.25, atom 81 (N): -0.04, atom 82 (C): -0.48, atom 83 (H): 0.06, atom 84 (H): 0.08, atom 85 (H): 0.05, atom 86 (C): -0.08, atom 87 (C): -0.26, atom 88 (C): -0.07, atom 89 (C): -0.09, atom 90 (C): -0.05, atom 91 (C): -0.20, atom 92 (N): 0.09, atom 93 (C): -0.18, atom 94 (C): -0.05, atom 95 (C): -0.10, atom 96 (C): -0.12, atom 97 (C): -0.01, atom 98 (C): -0.07, atom 99 (C): -0.67